Record 1
{"formula": "C19H51NO8S7", "method": "ωB97M-V with the def2-TZVPD basis set", "relative_energy_ev": 0.000, "gap_ev": 8.361, "homo_energy_ev": -8.4, "largest_force_ev_per_a": 2.5, "total_charge": 0, "e_tot_ha": -4198.18819, "spin_multiplicity": 1, "elements": ["C", "C", "N", "H", "H", "H", "C", "S", "O", "C", "H", "H", "H", "H", "H", "H", "C", "S", "O", "C", "H", "H", "H", "H", "H", "H", "C", "S", "O", "C", "H", "H", "H", "H", "H", "H", "C", "S", "O", "C", "H", "H", "H", "H", "H", "H", "C", "S", "O", "C", "H", "H", "H", "H", "H", "H", "C", "S", "O", "C", "H", "H", "H", "H", "H", "H", "C", "S", "O", "C", "H", "H", "H", "H", "H", "H", "C", "C", "O", "C", "H", "H", "H", "H", "H", "H"], "positions_angstrom": [[-3.15, 2.14, -0.45], [-2.39, 2.94, -1.37], [-1.74, 3.62, -2.07], [-2.98, 2.54, 0.55], [-2.80, 1.11, -0.51], [-4.20, 2.12, -0.73], [4.78, -1.07, 2.57], [4.10, 0.25, 3.63], [2.99, -0.45, 4.34], [5.38, 0.29, 4.92], [4.36, -1.45, 1.64], [4.80, -1.98, 3.16], [5.76, -0.74, 2.21], [6.03, 1.16, 4.82], [5.86, -0.68, 4.80], [4.88, 0.34, 5.88], [-2.34, 3.65, -6.00], [-2.13, 1.90, -5.53], [-2.05, 0.96, -6.71], [-0.43, 1.93, -4.82], [-1.63, 4.04, -6.73], [-2.33, 4.30, -5.13], [-3.37, 3.74, -6.33], [-0.24, 0.90, -4.49], [-0.28, 2.55, -3.94], [0.15, 2.15, -5.71], [3.40, -4.32, -1.98], [3.50, -3.24, -3.53], [2.53, -2.10, -3.36], [5.11, -2.48, -3.15], [3.25, -3.78, -1.04], [4.21, -4.99, -1.70], [2.61, -5.06, -2.12], [5.06, -1.80, -2.30], [5.23, -1.82, -4.01], [5.76, -3.35, -3.19], [-1.36, -3.71, 1.31], [-2.84, -4.78, 1.37], [-3.14, -4.97, 2.84], [-3.88, -3.36, 0.78], [-1.39, -2.92, 2.06], [-1.18, -3.40, 0.28], [-0.56, -4.40, 1.57], [-3.47, -2.49, 1.29], [-4.92, -3.66, 0.86], [-3.67, -3.24, -0.29], [-0.79, 0.61, 5.61], [-1.11, -0.55, 4.17], [-1.97, -1.67, 4.76], [-2.32, 0.60, 3.26], [-0.02, 0.14, 6.22], [-1.66, 0.60, 6.27], [-0.57, 1.61, 5.22], [-3.04, 0.95, 3.99], [-2.81, -0.11, 2.59], [-1.84, 1.39, 2.70], [1.31, 0.31, 1.38], [0.54, -0.90, 0.14], [-0.95, -0.79, 0.34], [0.82, 0.17, -1.35], [1.33, -0.09, 2.39], [0.65, 1.17, 1.41], [2.32, 0.63, 1.10], [0.37, 1.16, -1.24], [0.32, -0.43, -2.12], [1.84, 0.07, -1.71], [0.40, 3.65, 1.64], [2.20, 3.51, 2.07], [2.82, 4.73, 1.39], [2.33, 3.82, 3.87], [0.20, 4.72, 1.71], [-0.14, 2.99, 2.32], [0.34, 3.33, 0.60], [3.36, 4.05, 4.12], [1.95, 3.00, 4.48], [1.80, 4.73, 4.16], [-5.02, -0.60, -4.03], [-4.07, -0.78, -2.91], [-4.39, -0.46, -1.80], [-2.70, -1.45, -3.26], [-4.52, -0.48, -4.99], [-5.73, 0.22, -3.97], [-5.60, -1.52, -4.16], [-2.34, -1.98, -2.37], [-1.93, -0.72, -3.52], [-2.64, -2.05, -4.18]], "lowdin_charge": [-0.060, -0.263, 0.137, 0.078, 0.061, 0.089, -0.257, 0.796, -0.574, -0.235, 0.046, 0.058, 0.050, 0.050, 0.045, 0.058, -0.264, 0.773, -0.563, -0.242, 0.056, 0.042, 0.042, 0.026, 0.023, 0.050, -0.245, 0.848, -0.581, -0.268, 0.043, 0.044, 0.037, 0.058, 0.043, 0.049, -0.292, 0.829, -0.564, -0.239, 0.037, 0.030, 0.041, 0.039, 0.050, 0.034, -0.240, 0.829, -0.566, -0.224, 0.042, 0.050, 0.034, 0.050, 0.031, 0.016, -0.258, 0.851, -0.586, -0.233, 0.007, -0.001, 0.030, 0.047, 0.023, 0.043, -0.225, 0.808, -0.568, -0.253, 0.059, 0.025, 0.038, 0.051, 0.040, 0.052, -0.032, -0.472, 0.057, 0.006, 0.072, 0.087, 0.094, 0.066, 0.054, 0.083]}

---

Record 2
{"formula": "C21H17BrN2O2", "method": "ωB97M-V with the def2-TZVPD basis set", "relative_energy_ev": 0.131, "gap_ev": 8.650, "homo_energy_ev": -8.4, "largest_force_ev_per_a": 0.5, "total_charge": 0, "e_tot_ha": -3644.50449, "spin_multiplicity": 1, "elements": ["C", "C", "C", "C", "C", "C", "C", "C", "O", "N", "C", "C", "C", "C", "C", "C", "N", "C", "O", "C", "C", "C", "C", "C", "C", "Br", "H", "H", "H", "H", "H", "H", "H", "H", "H", "H", "H", "H", "H", "H", "H", "H", "H"], "positions_angstrom": [[-1.17, 3.35, -3.42], [-1.93, 2.79, -2.25], [-3.32, 2.79, -2.24], [-4.03, 2.26, -1.18], [-3.35, 1.72, -0.10], [-1.97, 1.70, -0.10], [-1.25, 2.23, -1.17], [0.24, 2.22, -1.11], [0.92, 3.21, -1.28], [0.73, 0.99, -0.80], [2.06, 0.60, -0.68], [3.07, 1.31, -1.34], [4.40, 0.96, -1.22], [4.76, -0.13, -0.44], [3.78, -0.84, 0.22], [2.43, -0.50, 0.11], [1.54, -1.28, 0.89], [0.27, -1.69, 0.69], [-0.44, -1.36, -0.24], [-0.23, -2.59, 1.77], [-0.05, -2.24, 3.11], [-0.57, -3.03, 4.12], [-1.27, -4.18, 3.81], [-1.46, -4.54, 2.49], [-0.95, -3.75, 1.48], [-1.21, -4.30, -0.32], [-0.64, 2.56, -3.94], [-0.43, 4.07, -3.07], [-1.85, 3.84, -4.12], [-3.85, 3.21, -3.08], [-5.11, 2.27, -1.19], [-3.90, 1.31, 0.74], [-1.44, 1.29, 0.75], [0.05, 0.23, -0.69], [2.79, 2.17, -1.93], [5.15, 1.53, -1.74], [5.79, -0.41, -0.34], [4.05, -1.68, 0.84], [2.03, -1.76, 1.64], [0.48, -1.33, 3.35], [-0.42, -2.74, 5.15], [-1.67, -4.80, 4.60], [-2.00, -5.44, 2.24]], "nbo_charge": [-0.645, 0.017, -0.217, -0.191, -0.225, -0.189, -0.088, 0.667, -0.613, -0.660, 0.213, -0.222, -0.205, -0.220, -0.214, 0.081, -0.588, 0.680, -0.611, -0.206, -0.134, -0.231, -0.182, -0.234, -0.030, 0.092, 0.219, 0.249, 0.211, 0.209, 0.212, 0.213, 0.211, 0.443, 0.250, 0.217, 0.216, 0.204, 0.408, 0.214, 0.221, 0.223, 0.234]}

---

Record 3
{"formula": "C4H6NO2S", "method": "ωB97M-V with the def2-TZVPD basis set", "relative_energy_ev": 2.160, "gap_ev": [6.519, 6.520], "homo_energy_ev": [-2.8, -2.8], "largest_force_ev_per_a": 2.8, "total_charge": -1, "e_tot_ha": -759.42428, "spin_multiplicity": 1, "elements": ["C", "C", "C", "C", "N", "O", "O", "S", "H", "H", "H", "H", "H", "H"], "positions_angstrom": [[-0.28, -0.85, -0.75], [-2.22, 0.28, -1.31], [0.01, 1.05, 0.76], [1.77, -0.72, 0.56], [0.47, -0.24, 0.24], [0.16, -1.85, -1.31], [-1.95, 1.11, -2.11], [-3.50, -0.54, -0.76], [-0.46, 0.99, 1.74], [0.81, 1.83, 0.80], [-0.97, 1.35, 0.34], [1.70, -1.25, 1.52], [2.06, -1.32, -0.44], [2.40, 0.16, 0.71]], "nbo_charge": [0.499, 0.317, -0.418, -0.434, -0.514, -0.717, -0.609, -0.301, 0.173, 0.175, 0.240, 0.177, 0.241, 0.169]}

---

Record 4
{"formula": "C50H46CsN2O3PTe", "method": "ωB97M-V with the def2-TZVPD basis set", "relative_energy_ev": 2.699, "gap_ev": 7.009, "homo_energy_ev": -6.9, "largest_force_ev_per_a": 2.6, "total_charge": 0, "e_tot_ha": -2897.61341, "spin_multiplicity": 1, "elements": ["Cs", "N", "C", "C", "C", "C", "C", "C", "P", "C", "C", "C", "C", "C", "C", "C", "C", "C", "C", "C", "C", "H", "H", "H", "H", "H", "H", "H", "H", "H", "H", "H", "H", "H", "H", "H", "H", "C", "C", "C", "C", "C", "O", "C", "C", "C", "C", "C", "C", "C", "O", "C", "C", "C", "N", "C", "C", "Te", "C", "C", "C", "C", "C", "C", "C", "C", "C", "C", "C", "C", "H", "H", "H", "H", "H", "H", "H", "H", "H", "H", "H", "H", "H", "H", "H", "H", "H", "H", "H", "H", "H", "H", "H", "H", "C", "C", "C", "O", "H", "H", "H", "H", "H", "H"], "positions_angstrom": [[-0.23, -0.39, -2.45], [3.37, 0.21, -0.82], [4.16, 1.33, -1.06], [5.55, 1.18, -1.18], [6.35, 2.27, -1.48], [5.80, 3.53, -1.66], [4.43, 3.68, -1.56], [3.59, 2.60, -1.27], [1.78, 2.74, -1.16], [1.49, 4.53, -0.95], [1.20, 4.97, 0.34], [0.98, 6.32, 0.58], [1.05, 7.24, -0.46], [1.33, 6.80, -1.74], [1.55, 5.46, -1.99], [1.28, 2.49, -2.91], [-0.07, 2.70, -3.21], [-0.55, 2.47, -4.49], [0.30, 2.00, -5.48], [1.64, 1.78, -5.19], [2.13, 2.02, -3.91], [3.90, -0.57, -0.46], [2.57, 0.38, -0.22], [5.99, 0.20, -1.03], [7.42, 2.13, -1.56], [6.42, 4.38, -1.88], [3.98, 4.66, -1.69], [1.12, 4.26, 1.14], [0.75, 6.65, 1.59], [0.87, 8.29, -0.27], [1.37, 7.51, -2.56], [1.77, 5.12, -3.00], [-0.75, 3.04, -2.44], [-1.60, 2.64, -4.70], [-0.07, 1.83, -6.48], [2.31, 1.43, -5.96], [3.18, 1.86, -3.69], [-3.84, 0.64, 4.31], [-3.31, 0.30, 2.95], [-4.03, 0.57, 1.79], [-3.55, 0.27, 0.51], [-4.34, 0.60, -0.69], [-3.84, 0.88, -1.77], [-5.84, 0.60, -0.59], [-6.55, 1.52, -1.35], [-7.94, 1.51, -1.32], [-8.62, 0.57, -0.56], [-7.91, -0.36, 0.18], [-6.52, -0.34, 0.17], [-2.27, -0.34, 0.37], [-1.78, -0.70, -0.75], [-1.51, -0.57, 1.56], [-2.04, -0.27, 2.80], [-0.11, -1.06, 1.37], [0.94, -0.49, 1.80], [0.95, 0.80, 2.46], [1.89, 0.77, 3.66], [1.19, -0.37, 5.34], [1.50, -2.28, 4.52], [0.42, -3.08, 4.17], [0.62, -4.35, 3.65], [1.91, -4.83, 3.46], [2.99, -4.04, 3.81], [2.79, -2.77, 4.34], [0.10, -2.28, 0.49], [1.30, -2.40, -0.09], [1.71, -3.24, -1.24], [-0.02, -5.17, -0.98], [-1.11, -4.32, -0.39], [-1.05, -3.15, 0.26], [-4.87, 1.00, 4.24], [-3.25, 1.42, 4.80], [-3.83, -0.23, 4.97], [-5.00, 1.05, 1.89], [-6.01, 2.23, -1.95], [-8.49, 2.24, -1.90], [-9.70, 0.56, -0.55], [-8.43, -1.11, 0.76], [-5.97, -1.07, 0.75], [-1.44, -0.47, 3.69], [-0.03, 1.19, 2.74], [1.37, 1.51, 1.73], [2.04, 1.77, 4.05], [2.86, 0.37, 3.38], [-0.59, -2.70, 4.30], [-0.24, -4.95, 3.38], [2.06, -5.82, 3.06], [4.00, -4.41, 3.67], [3.64, -2.16, 4.63], [2.04, -1.70, 0.24], [2.74, -3.09, -1.53], [-0.49, -5.85, -1.69], [-2.09, -4.78, -0.44], [-1.98, -2.79, 0.68], [0.61, -6.02, 0.14], [1.09, -4.47, -1.74], [1.93, -5.38, -2.61], [0.81, -3.22, -2.39], [1.28, -6.79, -0.25], [-0.16, -6.52, 0.72], [1.18, -5.37, 0.82], [2.39, -6.18, -2.05], [2.71, -4.80, -3.10], [1.30, -5.82, -3.39]], "lowdin_charge": [1.386, 0.099, -0.335, -0.040, -0.088, -0.092, -0.079, -0.324, 1.102, -0.386, -0.096, -0.080, -0.084, -0.077, -0.099, -0.475, -0.216, -0.111, -0.089, -0.079, -0.094, 0.086, 0.031, 0.109, 0.104, 0.100, 0.096, 0.094, 0.104, 0.103, 0.105, 0.111, 0.117, 0.114, 0.106, 0.107, 0.108, -0.058, -0.268, 0.000, -0.071, -0.302, 0.073, -0.154, -0.021, -0.081, -0.092, -0.080, -0.037, -0.352, -0.530, -0.104, -0.008, -0.185, 0.097, -0.318, -0.503, 1.268, -0.575, -0.154, -0.089, -0.102, -0.086, -0.147, -0.150, -0.020, -0.196, -0.270, -0.024, -0.030, 0.071, 0.076, 0.076, 0.119, 0.116, 0.101, 0.100, 0.101, 0.118, 0.069, 0.100, 0.083, 0.038, 0.045, 0.088, 0.106, 0.100, 0.101, 0.091, 0.077, 0.142, 0.142, 0.115, 0.114, -0.034, -0.427, 0.009, -0.100, 0.073, 0.087, 0.069, 0.081, 0.090, 0.095]}

---

Record 5
{"formula": "C6H16BN", "method": "ωB97M-V with the def2-TZVPD basis set", "relative_energy_ev": 3.238, "gap_ev": 9.259, "homo_energy_ev": -9.2, "largest_force_ev_per_a": 3.3, "total_charge": 0, "e_tot_ha": -317.68167, "spin_multiplicity": 1, "elements": ["C", "C", "C", "N", "C", "C", "C", "H", "H", "H", "H", "H", "H", "H", "H", "H", "H", "H", "H", "H", "B", "H", "H", "H"], "positions_angstrom": [[0.22, -1.82, 1.71], [0.08, -0.42, 1.22], [0.89, 0.59, 2.02], [-0.55, -0.27, 0.15], [-0.83, 0.99, -0.44], [-2.03, 1.68, 0.35], [-1.18, 0.76, -1.92], [-0.60, -1.82, 2.34], [1.08, -2.05, 2.27], [0.14, -2.55, 0.92], [1.03, 1.48, 1.28], [1.85, 0.36, 2.49], [0.32, 0.91, 2.90], [0.01, 1.71, -0.34], [-3.10, 1.28, -0.09], [-2.11, 1.53, 1.45], [-1.86, 2.74, 0.36], [-2.03, 1.49, -2.30], [-1.47, -0.39, -2.03], [-0.23, 0.93, -2.52], [2.53, -1.57, -1.76], [1.56, -2.01, -2.25], [2.78, -0.40, -1.85], [3.34, -2.26, -1.28]], "nbo_charge": [-0.657, 0.338, -0.713, -0.448, -0.094, -0.619, -0.621, 0.223, 0.207, 0.229, 0.218, 0.236, 0.232, 0.174, 0.212, 0.210, 0.211, 0.214, 0.236, 0.214, 0.318, -0.101, -0.109, -0.110]}

---

Record 6
{"formula": "C4H4HgO2", "method": "ωB97M-V with the def2-TZVPD basis set", "relative_energy_ev": 0.000, "gap_ev": [7.632, 6.458], "homo_energy_ev": [-8.2, -8.5], "largest_force_ev_per_a": 4.7, "total_charge": 0, "e_tot_ha": -458.50916, "spin_multiplicity": 3, "elements": ["H", "O", "C", "C", "C", "C", "O", "Hg", "H", "H", "H"], "positions_angstrom": [[0.16, 0.40, 1.37], [-1.47, 0.90, -2.38], [-1.12, 0.76, -1.00], [0.11, -0.06, -0.81], [0.48, -0.25, 0.49], [1.77, -0.66, 0.86], [2.18, -1.23, 1.86], [3.04, -3.38, 3.05], [-2.25, 1.46, -2.44], [-1.96, 0.30, -0.45], [-0.95, 1.77, -0.56]], "nbo_charge": [0.251, -0.705, -0.195, 0.319, -0.553, 0.543, -0.528, 0.012, 0.473, 0.196, 0.189]}

---

Question: Which formula does entry 2 have?
Answer: C21H17BrN2O2